No. 1
C7H12O | ωB97M-V/def2-TZVPD

Atoms and positions in Å:
C (1.4569, 1.9064, -1.4093)
C (0.4614, 1.1812, -1.8675)
C (-0.1345, 0.0363, -1.1568)
C (0.5580, -0.5669, -0.1873)
C (0.0547, -1.7495, 0.5175)
C (0.8069, -2.8651, 0.4105)
C (-1.3374, -1.8924, 1.0194)
H (1.7665, 2.8866, -1.7963)
H (1.9695, 1.5487, -0.4962)
H (0.1049, 1.5816, -2.8448)
H (-1.0759, -0.2644, -1.6048)
H (1.4734, -0.1145, 0.2378)
H (1.7547, -2.8465, -0.1125)
H (0.3435, -3.8267, 0.6158)
H (-1.7312, -2.9308, 0.9006)
H (-1.3229, -1.4707, 2.0333)
H (-2.0113, -1.3469, 0.3018)
O (-1.2563, 2.9804, 1.9586)
H (-1.0092, 3.9014, 1.8185)
H (-1.2215, 2.6426, 1.0101)

Cartesian forces (eV/Å) of the 6 atoms listed first:
C 1.3 0.6 1.5
C -0.4 1.1 -1.3
C 1.1 0.5 -1.0
C -0.9 0.8 1.1
C 1.1 -2.5 -1.2
C -0.7 0.6 -0.3

The structure (SMILES) is C=C/C=C/C(=C)C.O. For the LUMO energy, the calculation gives 0.5772 eV. For the energy above the lowest of the compared OMol25 structures with the same formula, charge and spin, the calculation gives 2.4171 eV. As for the highest occupied orbital energy: -8.4 eV. For the HOMO-LUMO gap, the calculation gives 9.0 eV.



No. 2
C7H12O2 | ωB97M-V/def2-TZVPD

Atoms and positions in Å:
C (-0.9571, -0.3902, -1.7814)
C (0.0220, -0.4595, -0.8751)
C (-0.2447, -0.7324, 0.6512)
C (-0.7266, -2.1798, 0.8003)
O (0.9170, -0.5623, 1.3910)
C (-1.3223, 0.2386, 1.1218)
O (-2.4842, 0.1906, 0.8246)
H (-0.7610, -0.5357, -2.8319)
H (-1.9687, -0.1257, -1.5151)
H (0.9939, -0.8428, -1.1659)
H (-1.6938, -2.2928, 0.3166)
H (-0.0063, -2.8537, 0.3428)
H (-0.8165, -2.4196, 1.8573)
H (1.4193, 0.2957, 1.0367)
H (-0.9249, 1.0351, 1.7847)
C (0.9378, 1.8424, -0.8031)
C (1.8477, 1.8170, 0.2045)
H (1.2470, 1.6963, -1.8261)
H (-0.0142, 2.3287, -0.6576)
H (1.6471, 2.3334, 1.1353)
H (2.8886, 1.6168, -0.0106)

Cartesian forces (eV/Å) of the 6 atoms listed first:
C 0.5 0.4 0.3
C -1.3 -2.2 0.4
C -0.4 0.5 -1.4
C 0.1 0.3 0.0
O 1.7 1.9 -0.3
C 0.2 0.0 0.2

The structure (SMILES) is C=C[C@@](C)(O)C=O.C=C. For the LUMO energy, the calculation gives 0.4260 eV. For the energy above the lowest of the compared OMol25 structures with the same formula, charge and spin, the calculation gives 2.8248 eV. As for the highest occupied orbital energy: -9.0 eV. For the HOMO-LUMO gap, the calculation gives 9.5 eV.



No. 3
C7H12O2 | ωB97M-V/def2-TZVPD

Atoms and positions in Å:
C (-1.8020, -1.9793, -0.4314)
C (-1.1010, -0.9619, -0.8854)
C (0.0450, -0.3154, -0.1764)
C (1.1713, -1.2968, 0.1323)
C (0.5097, 0.9576, -0.8254)
C (1.2161, 2.0143, 0.2880)
C (-0.4271, 0.3858, 1.1862)
O (0.0636, 0.0894, 2.2463)
O (-1.5764, 1.1065, 1.0936)
H (-1.6141, -2.3961, 0.5497)
H (-2.5835, -2.4450, -1.0095)
H (-1.3431, -0.5414, -1.8559)
H (0.7840, -2.1444, 0.6994)
H (1.6428, -1.6463, -0.7951)
H (1.9262, -0.8226, 0.7649)
H (1.3005, 0.7878, -1.5699)
H (-0.3022, 1.5365, -1.2532)
H (0.7316, 2.3781, 1.1913)
H (1.3444, 2.9115, -0.3122)
H (2.1945, 1.6136, 0.5433)
H (-2.1806, 0.7682, 0.4194)

Cartesian forces (eV/Å) of the 6 atoms listed first:
C -0.2 -0.4 0.4
C 0.0 0.3 -0.6
C -0.3 1.2 2.0
C 0.1 0.2 0.1
C 1.8 2.2 1.2
C 0.1 -0.7 -2.4

The structure (SMILES) is C=C[C@@](C)(CC)C(=O)O. For the LUMO energy, the calculation gives 0.7122 eV. For the energy above the lowest of the compared OMol25 structures with the same formula, charge and spin, the calculation gives 1.0163 eV. As for the highest occupied orbital energy: -9.6 eV. For the HOMO-LUMO gap, the calculation gives 10.4 eV.



No. 4
C7H12O3 | ωB97M-V/def2-TZVPD

Atoms and positions in Å:
C (-2.4929, 0.2100, -0.2372)
C (-1.0545, 0.0011, 0.1174)
C (-0.4965, -1.0979, 1.0410)
C (0.8634, -0.6291, 0.4260)
C (2.1353, -1.4292, 0.4742)
C (0.0458, -0.3871, -0.8869)
C (0.8950, 0.7956, 0.9518)
O (1.6234, 1.3249, 1.7523)
O (-0.4906, 1.2028, 0.7576)
H (-2.8781, -0.6949, -0.7250)
H (-3.0903, 0.3986, 0.6652)
H (-2.6102, 1.0664, -0.9152)
H (-0.6473, -0.9715, 2.1208)
H (-0.7688, -2.1088, 0.7169)
H (1.9686, -2.4251, 0.0438)
H (2.9329, -0.9265, -0.0906)
H (2.4738, -1.5590, 1.5116)
H (-0.1641, -1.3241, -1.4165)
H (0.4281, 0.3668, -1.5870)
O (0.5924, 3.0975, -1.5370)
H (-0.3009, 2.6885, -1.1526)
H (1.0355, 2.4011, -2.0306)

Cartesian forces (eV/Å) of the 6 atoms listed first:
C -0.2 0.0 0.1
C 0.4 0.4 0.1
C -0.1 0.0 0.3
C 0.2 0.1 -0.9
C 0.1 -0.1 0.1
C 0.3 -0.2 -0.2

For the LUMO energy, the calculation gives 0.5127 eV. For the energy above the lowest of the compared OMol25 structures with the same formula, charge and spin, the calculation gives 0.9419 eV. As for the highest occupied orbital energy: -10.3 eV. For the HOMO-LUMO gap, the calculation gives 10.8 eV.



No. 5
C7H12O4Si | ωB97M-V/def2-TZVPD

Atoms and positions in Å:
C (2.5597, -0.7579, -1.8355)
C (1.2415, -0.6610, -1.7012)
C (0.6271, 0.2184, -0.7697)
C (-0.6854, 0.4228, -0.6495)
O (-1.6346, -0.2735, -1.2034)
C (-1.2819, 1.4451, 0.2107)
C (-0.7861, 2.6160, 0.2538)
C (-2.4658, 0.9703, 1.0398)
H (2.8837, -1.4147, -2.4917)
H (3.3577, -0.2123, -1.2293)
H (0.4844, -1.0887, -2.3773)
H (1.2528, 0.9886, -0.1698)
H (-1.2614, -0.8269, -1.9472)
H (-1.0367, 3.3445, 1.0006)
H (0.0630, 3.0814, -0.2854)
H (-2.9884, 1.6408, 1.6773)
H (-3.0997, 0.2738, 0.5301)
H (-2.0756, 0.3290, 1.8867)
O (-0.5567, -2.7023, 0.3491)
Si (0.3615, -1.8062, 1.0847)
O (-0.0629, -0.8690, 2.2814)
O (2.0107, -1.8319, 1.0882)
H (0.6438, -0.3738, 2.7740)
H (2.4495, -2.5124, 0.4838)

Cartesian forces (eV/Å) of the 6 atoms listed first:
C -0.4 2.5 3.0
C -0.2 0.7 -0.4
C 1.6 2.3 2.1
C -0.4 0.7 0.8
O -0.6 -2.0 -2.9
C -1.8 -2.7 0.7

The structure (SMILES) is C=C/C=C(\O)C(=C)C.O=[Si](O)O. For the LUMO energy, the calculation gives 0.3144 eV. For the energy above the lowest of the compared OMol25 structures with the same formula, charge and spin, the calculation gives 2.4374 eV. As for the highest occupied orbital energy: -8.6 eV. For the HOMO-LUMO gap, the calculation gives 8.9 eV.



No. 6
C7H12O6Si | ωB97M-V/def2-TZVPD

Atoms and positions in Å:
C (3.6519, 0.4132, -0.2486)
C (0.4064, -2.1911, -0.1816)
C (-1.6409, 1.9142, -0.4606)
C (-1.7078, -0.1478, 1.9439)
C (-2.7514, -0.7304, -1.2240)
C (2.5148, 0.6639, 0.4212)
C (0.2384, -0.7976, -0.7409)
O (3.5992, -0.6947, -1.0471)
O (1.4189, -2.8630, -0.2008)
O (4.6959, 1.1718, -0.2386)
O (-0.7525, -2.5130, 0.2280)
O (2.5625, 1.9620, 1.2056)
O (0.3998, -0.5740, -1.9507)
Si (-1.3733, -0.0639, 0.0183)
H (-1.0050, 2.5785, 0.1648)
H (-1.5218, 2.1530, -1.5277)
H (-2.6619, 2.2353, -0.2002)
H (-2.2365, 0.6752, 2.3911)
H (-2.1528, -1.1741, 2.1414)
H (-0.7931, -0.2206, 2.4642)
H (-2.1320, -1.2099, -1.8929)
H (-3.4163, -1.3642, -0.7377)
H (-3.5230, 0.0423, -1.5700)
H (1.7589, -0.0451, 0.7122)
H (3.5673, 2.0244, 1.3152)
H (2.8543, -1.2442, -0.7847)

Cartesian forces (eV/Å) of the 6 atoms listed first:
C 0.9 1.0 -0.3
C -0.4 -0.4 0.6
C 0.5 -0.6 1.0
C -0.6 -1.9 -1.5
C -1.0 3.2 2.1
C -0.5 2.7 2.0

For the LUMO energy, the calculation gives 5.7450 eV. As for the net charge: -2. As for the highest occupied orbital energy: 0.6 eV. For the HOMO-LUMO gap, the calculation gives 5.1 eV.



No. 7
C7H13Be2Br2Cl2F4Li2N2O10PS | ωB97M-V/def2-TZVPD

Atoms and positions in Å:
O (-2.9918, -1.1480, -2.5436)
C (-3.4772, -1.5423, -1.5348)
O (-2.7407, -2.5260, -0.8895)
C (-3.1412, -2.5956, 0.5344)
C (-2.0117, -2.2051, 1.5329)
N (-1.7341, -0.7592, 1.7328)
P (-0.7034, -0.1101, 0.4760)
O (0.5980, -0.7962, 0.5045)
S (-3.0497, 0.1888, 2.1059)
O (-2.5115, 1.4382, 2.5973)
O (-3.8907, 0.5069, 0.9646)
F (-3.8434, -0.5026, 3.2766)
H (-4.4216, -1.1054, -1.1329)
H (-4.1089, -2.0842, 0.6915)
H (-3.3338, -3.6756, 0.7142)
H (-2.1889, -2.6947, 2.5075)
H (-1.0789, -2.6432, 1.1365)
H (-0.5451, 1.2782, 0.7846)
H (-1.2710, -0.1532, -0.8217)
Be (-1.9440, 3.1572, 1.0802)
Cl (-0.3665, -3.0607, -0.7695)
Cl (0.1729, 3.7439, 2.2110)
Li (-1.7536, 4.6239, 3.2825)
N (-5.4836, -0.5218, -4.4139)
O (-4.5860, 0.0762, -5.0050)
O (-5.8165, -0.1565, -3.2783)
O (-6.0468, -1.4795, -4.9456)
Li (2.5538, 2.9945, 2.9632)
Br (-6.2829, 0.6402, 0.9232)
Be (1.7999, -3.8974, -1.4235)
Br (3.8469, 5.1908, 2.3199)
C (6.1279, 1.6927, -0.3670)
C (5.6549, 0.7730, 0.7466)
O (4.2404, 0.6303, 0.8276)
C (3.5640, -0.2681, -0.0672)
O (4.0992, -1.4635, -0.0656)
C (3.3809, 0.3125, -1.5145)
F (3.1355, 1.6341, -1.4662)
F (2.3102, -0.2440, -2.1158)
F (4.4247, 0.1364, -2.3311)
H (5.4831, 2.5672, -0.4559)
H (7.1497, 2.0235, -0.1724)
H (6.1402, 1.1837, -1.3282)
H (5.9454, 1.2336, 1.6940)
H (6.1645, -0.1935, 0.7136)
H (2.5317, -0.1993, 0.3209)

Cartesian forces (eV/Å) of the 6 atoms listed first:
O -0.3 0.4 -0.4
C 1.1 0.2 -1.2
O -2.8 1.4 2.7
C 0.1 -1.4 -0.2
C -0.4 -1.0 -0.3
N -1.9 0.0 0.1

For the LUMO energy, the calculation gives -5.5330 eV. As for the highest occupied orbital energy: -7.8 eV. For the HOMO-LUMO gap, the calculation gives 2.3 eV.



No. 8
C7H13Cl3N2 | ωB97M-V/def2-TZVPD

Atoms and positions in Å:
H (2.8766, -0.1192, 1.1480)
N (1.9618, -0.5591, 0.9906)
C (0.9869, 0.1481, 0.5849)
C (1.2069, 1.6167, 0.4759)
C (1.0331, 2.0475, -0.9516)
Cl (0.0510, 3.5136, -0.9353)
N (-0.2995, -0.5021, 0.1274)
C (-0.1202, -1.9097, -0.3912)
C (0.5025, -2.0547, -1.7775)
Cl (-0.5185, -1.5062, -3.0099)
C (-1.6244, 0.1216, 0.3477)
C (-2.0947, 0.1978, 1.8392)
Cl (-2.6614, -1.4385, 2.4108)
H (2.2113, 1.8349, 0.7168)
H (0.5358, 2.2032, 1.1330)
H (1.9910, 2.2133, -1.4423)
H (0.5851, 1.4020, -1.6160)
H (-1.0827, -2.4213, -0.2342)
H (0.6397, -2.3724, 0.3129)
H (1.4761, -1.5523, -1.6933)
H (0.6839, -3.0870, -1.9994)
H (-1.6008, 1.1793, -0.0919)
H (-2.4084, -0.4529, -0.2316)
H (-2.9994, 0.8663, 1.7445)
H (-1.3317, 0.6310, 2.5425)

Cartesian forces (eV/Å) of the 6 atoms listed first:
H -1.0 0.3 -0.1
N -0.3 -1.5 -0.5
C -0.9 -1.4 0.2
C -1.9 0.0 -0.3
C 1.0 1.7 0.3
Cl -0.2 0.9 -0.6

The structure (SMILES) is [H]/N=C(\CCCl)N(CCCl)CCCl. For the LUMO energy, the calculation gives 0.7575 eV. For the energy above the lowest of the compared OMol25 structures with the same formula, charge and spin, the calculation gives 0.0000 eV. As for the highest occupied orbital energy: -8.8 eV. For the HOMO-LUMO gap, the calculation gives 9.6 eV.